No. 1
Below is a molecular structure, C25H55NO2Si2Tl, with properties calculated with the ωB97M-V functional and the def2-TZVPD basis.

LUMO level (spin up / spin down)	-0.194 / -0.201	hartree
highest occupied orbital energy (spin up / spin down)	-0.4195 / -0.4196	Eh
energy relative to the best compared isomer or geometry (same formula, charge and spin)	0.0	kcal/mol

Structure (ORCA input):
```
! wB97M-V def2-TZVPD RIJCOSX def2/J DEFGRID3
* xyz 1 1
O 2.283 -2.361 -1.964
O 1.770 -4.919 -1.819
C 2.706 -1.286 -2.801
C 2.949 0.043 -2.123
H 1.933 -1.196 -3.581
H 3.623 -1.625 -3.309
H 2.055 0.413 -1.609
H 3.222 0.778 -2.885
H 3.779 -0.032 -1.414
C 2.390 -2.242 -0.525
C 3.687 -2.819 -0.022
H 1.531 -2.801 -0.124
H 2.258 -1.191 -0.222
H 3.708 -3.903 -0.178
H 3.774 -2.629 1.054
H 4.555 -2.364 -0.516
C 1.277 -6.045 -1.083
C 2.672 -5.216 -2.898
C 1.748 -5.992 0.353
H 1.597 -6.987 -1.559
H 0.179 -5.983 -1.124
H 2.838 -6.094 0.418
H 1.305 -6.829 0.900
H 1.451 -5.055 0.841
C 3.950 -5.890 -2.461
H 2.885 -4.246 -3.360
H 2.135 -5.833 -3.641
H 4.490 -5.280 -1.729
H 4.585 -6.010 -3.343
H 3.763 -6.883 -2.045
H 0.611 -3.394 -1.945
Tl -2.402 -1.229 -0.624
C -0.463 -3.055 -2.109
Si -1.118 -3.721 -3.757
H -1.065 -3.447 -1.272
H -0.428 -1.960 -2.117
C 0.111 -3.372 -5.131
C -2.775 -2.930 -4.161
C -1.340 -5.577 -3.599
C -0.962 0.553 -1.631
Si -2.263 1.782 -2.161
H -0.365 0.085 -2.427
H -0.301 0.820 -0.787
C -3.349 0.998 -3.480
C -1.494 3.353 -2.829
C -3.397 2.183 -0.705
H -1.821 -5.970 -4.506
H -1.980 -5.815 -2.739
H -0.380 -6.094 -3.465
H 0.050 -2.325 -5.462
H -0.117 -4.017 -5.992
H 1.144 -3.575 -4.818
H -2.772 -1.837 -4.047
H -3.569 -3.348 -3.525
H -3.032 -3.158 -5.206
H -0.698 3.114 -3.549
H -1.063 3.974 -2.032
H -2.259 3.945 -3.351
H -2.998 3.005 -0.097
H -3.585 1.326 -0.041
H -4.371 2.503 -1.106
H -4.147 1.702 -3.763
H -3.832 0.072 -3.132
H -2.767 0.768 -4.384
C 0.587 2.966 0.785
N 0.479 1.582 1.221
C 1.621 1.178 2.025
C -0.825 1.291 1.811
C -0.915 -0.114 2.341
C -0.795 -0.306 3.739
C -0.688 -1.601 4.247
C -0.724 -2.699 3.379
C -0.923 -2.490 1.990
C -1.093 -1.210 1.520
H -0.155 3.175 0.001
H 1.594 3.126 0.377
H 0.423 3.673 1.620
H 1.564 1.551 3.067
H 1.720 0.084 2.060
H 2.524 1.594 1.553
H -1.027 2.008 2.634
H -1.579 1.468 1.024
H -0.761 0.574 4.395
H -0.575 -1.746 5.325
H -0.606 -3.713 3.768
H -0.974 -3.356 1.323
*
```



No. 2
Below is 4 unconnected molecules or ions with the total composition C25H56N5O2, with properties calculated with the ωB97M-V functional and the def2-TZVPD basis.

LUMO level	-0.116	hartree
highest occupied orbital energy	-0.4458	Eh

Structure (ORCA input):
```
! wB97M-V def2-TZVPD RIJCOSX def2/J DEFGRID3
* xyz 1 1
C 0.750 7.922 0.988
C -0.313 7.145 0.263
O -1.426 6.980 0.715
N -0.024 6.559 -1.052
C -0.393 7.455 -2.165
N 1.275 6.088 -1.163
C 2.417 6.705 -1.414
N 3.428 5.888 -1.426
C 2.894 4.674 -1.184
N 3.635 3.549 -1.148
N 1.575 4.766 -1.030
C 0.669 3.619 -0.807
C -0.500 3.854 0.137
O -1.244 2.641 0.117
H 1.286 8.571 0.309
H 1.474 7.224 1.397
H 0.311 8.476 1.796
H 0.219 8.348 -2.185
H -1.425 7.727 -2.030
H -0.309 6.907 -3.090
H 2.505 7.757 -1.565
H 3.506 2.875 -0.417
H 4.372 3.399 -1.808
H 1.279 2.859 -0.351
H 0.351 3.212 -1.755
H -1.137 4.663 -0.172
H -0.165 3.985 1.156
H -1.891 2.743 -0.582
C -3.661 -2.206 -2.684
C -3.980 -1.083 -3.668
C -2.854 -0.811 -4.665
C -1.537 -0.359 -4.034
C -1.636 0.897 -3.172
C -2.079 2.137 -3.947
H -2.801 -1.963 -2.058
H -4.507 -2.386 -2.021
H -3.446 -3.136 -3.212
H -4.228 -0.171 -3.116
H -4.878 -1.351 -4.230
H -3.192 -0.061 -5.386
H -2.664 -1.718 -5.244
H -0.810 -0.184 -4.833
H -1.125 -1.170 -3.427
H -0.652 1.089 -2.730
H -2.317 0.726 -2.333
H -1.392 2.347 -4.770
H -2.100 3.017 -3.296
H -3.079 2.018 -4.362
C 3.536 -0.876 3.393
C 2.803 0.110 2.488
C 1.293 0.145 2.721
C 0.568 -1.173 2.448
C 0.751 -1.728 1.037
C 0.216 -0.796 -0.044
H 3.211 -1.902 3.216
H 4.611 -0.839 3.214
H 3.363 -0.640 4.444
H 3.019 -0.126 1.441
H 3.205 1.113 2.667
H 0.856 0.936 2.101
H 1.100 0.439 3.758
H -0.500 -1.021 2.635
H 0.893 -1.928 3.168
H 0.230 -2.687 0.971
H 1.806 -1.943 0.848
H -0.845 -0.592 0.107
H 0.336 -1.243 -1.033
H 0.748 0.159 -0.045
C 0.463 -9.170 1.956
C -0.616 -8.371 2.681
C -1.026 -7.096 1.947
C 0.094 -6.071 1.763
C 0.755 -5.601 3.057
C -0.206 -4.890 4.006
H 1.391 -8.604 1.862
H 0.694 -10.087 2.500
H 0.133 -9.451 0.954
H -0.278 -8.134 3.693
H -1.501 -9.002 2.796
H -1.861 -6.634 2.481
H -1.415 -7.365 0.959
H -0.317 -5.202 1.238
H 0.862 -6.484 1.103
H 1.568 -4.915 2.799
H 1.221 -6.444 3.572
H -0.657 -4.023 3.519
H 0.323 -4.541 4.894
H -1.009 -5.549 4.340
*
```



No. 3
Below is a molecular structure, C25H57B2BeBrCaF5LiN2O11P, with properties calculated with the ωB97M-V functional and the def2-TZVPD basis.

LUMO level	-0.231	hartree
highest occupied orbital energy	-0.2829	Eh

Structure (ORCA input):
```
! wB97M-V def2-TZVPD RIJCOSX def2/J DEFGRID3
* xyz 1 1
C -0.164 -1.135 3.851
C -0.827 -1.397 2.406
C -0.271 -0.340 1.358
C -1.345 0.294 0.420
O -1.544 -0.432 -0.758
C -2.277 -1.619 -0.646
F -2.149 -2.151 -1.896
C -3.801 -1.456 -0.308
O -4.652 -2.138 -1.206
C -5.817 -1.367 -1.498
C -6.832 -1.276 -0.282
O -7.288 0.059 -0.058
C -6.714 0.696 1.061
C -5.827 1.936 0.699
B -0.845 1.768 -0.047
C -1.307 2.399 -1.447
O 0.027 2.531 0.731
H -0.190 -0.062 4.133
H 0.927 -1.458 3.943
H -0.725 -1.707 4.622
H -0.449 -2.423 2.033
H -1.930 -1.468 2.432
H 0.265 0.417 1.985
H 0.524 -0.794 0.704
H -2.273 0.487 1.029
H -1.825 -2.381 0.031
H -3.971 -1.899 0.707
H -4.087 -0.383 -0.259
H -6.311 -1.875 -2.355
H -5.579 -0.334 -1.861
H -6.466 -1.800 0.623
H -7.727 -1.848 -0.622
H -7.550 1.086 1.685
H -6.119 0.031 1.726
H -6.379 2.777 0.240
H -4.973 1.692 0.029
H -5.392 2.308 1.675
H -0.390 2.356 -2.091
H -2.139 1.849 -1.922
H -1.522 3.491 -1.335
H -0.166 3.475 0.641
Li -4.378 2.209 3.274
O -8.113 2.605 3.387
H -8.908 2.702 3.926
H -8.008 3.469 2.972
C 0.553 -2.676 -2.919
O 1.883 -3.186 -2.999
P 2.358 -3.899 -4.341
O 3.709 -4.454 -4.275
O 2.122 -2.802 -5.461
C 2.886 -1.594 -5.367
O 1.203 -4.948 -4.663
C 1.341 -6.251 -4.098
H 0.566 -1.749 -2.348
H 0.136 -2.472 -3.906
H -0.074 -3.406 -2.404
H 3.693 -1.677 -4.638
H 2.222 -0.782 -5.072
H 3.310 -1.373 -6.345
H 0.364 -6.732 -4.111
H 1.697 -6.198 -3.067
H 2.035 -6.839 -4.698
C -9.729 -4.770 -0.433
C -8.933 -4.649 0.794
N -8.312 -4.554 1.763
H -9.085 -5.057 -1.263
H -10.499 -5.528 -0.298
H -10.205 -3.813 -0.661
Br -8.739 -2.514 2.467
Ca 1.856 -2.090 2.890
O 1.862 0.345 -1.901
H 0.902 0.277 -1.873
C 3.024 3.237 -0.892
C 4.339 2.468 -0.637
C 5.524 3.264 -1.221
C 5.894 4.547 -0.468
C 5.548 4.501 1.025
C 5.434 3.085 1.618
N 4.435 2.332 0.831
O 4.253 1.227 1.239
C 4.914 3.257 3.057
C 6.822 2.422 1.685
C 4.260 1.154 -1.427
H 2.167 2.678 -0.517
H 2.872 3.398 -1.959
H 3.018 4.216 -0.405
H 6.405 2.620 -1.252
H 5.317 3.513 -2.262
H 6.962 4.732 -0.596
H 5.389 5.402 -0.922
H 6.281 5.083 1.583
H 4.597 5.024 1.169
H 3.903 3.676 3.061
H 5.555 3.938 3.615
H 4.892 2.311 3.599
H 7.491 3.035 2.288
H 7.284 2.301 0.705
H 6.780 1.436 2.155
H 4.141 1.362 -2.489
H 3.408 0.540 -1.136
H 5.172 0.563 -1.305
B 7.934 -0.512 3.975
F 7.126 0.627 4.289
F 8.379 -0.406 2.633
F 9.036 -0.564 4.841
F 7.149 -1.686 4.120
Be 0.675 -0.057 5.757
*
```



No. 4
Below is 3 unconnected molecules or ions with the total composition C25H57BN2O12P2, with properties calculated with the ωB97M-V functional and the def2-TZVPD basis.

LUMO level	0.004	hartree
highest occupied orbital energy	-0.3521	Eh
SMILES	NCCCC[C@@]1(CB(O)O)CC(=O)N[C@H]1CCCCO.CCOP(=O)(OCC)OCC.CCOP(=O)(OCC)OCC

Structure (ORCA input):
```
! wB97M-V def2-TZVPD RIJCOSX def2/J DEFGRID3
* xyz 0 1
N 0.336 -5.289 1.084
C 0.600 -3.888 0.712
C 1.960 -3.708 0.062
C 2.137 -4.444 -1.288
C 2.621 -3.546 -2.454
C 1.570 -3.312 -3.552
C 0.880 -4.568 -4.119
B 1.785 -5.841 -4.396
O 3.123 -5.756 -4.743
O 1.232 -7.115 -4.329
C 0.519 -2.424 -2.837
C 1.156 -1.035 -2.916
O 0.850 -0.039 -2.329
N 2.240 -1.098 -3.820
C 1.913 -2.285 -4.645
C 2.817 -2.652 -5.801
C 2.448 -1.871 -7.096
C 2.548 -2.764 -8.353
C 1.218 -3.334 -8.811
O 0.822 -4.473 -8.042
H -0.665 -5.434 1.091
H 0.707 -5.931 0.393
H -0.218 -3.490 0.101
H 0.593 -3.307 1.638
H 2.119 -2.639 -0.098
H 2.711 -4.031 0.786
H 1.170 -4.896 -1.530
H 2.827 -5.278 -1.152
H 3.490 -4.049 -2.886
H 2.995 -2.612 -2.043
H 0.134 -4.894 -3.388
H 0.310 -4.289 -5.010
H 3.712 -5.900 -3.997
H 0.970 -7.316 -3.424
H 0.187 -2.732 -1.849
H -0.416 -2.290 -3.399
H 2.203 -0.221 -4.333
H 0.935 -2.029 -5.082
H 3.853 -2.376 -5.591
H 2.767 -3.708 -6.051
H 3.155 -1.055 -7.247
H 1.427 -1.483 -7.048
H 3.279 -3.563 -8.221
H 2.910 -2.139 -9.175
H 0.426 -2.579 -8.796
H 1.315 -3.648 -9.853
H 0.164 -4.189 -7.401
O 0.606 6.061 0.830
P 1.313 5.073 1.661
O 0.533 3.659 1.605
C -0.129 3.215 0.415
C 0.744 2.295 -0.412
O 0.978 5.531 3.181
C 0.324 6.771 3.452
C -1.176 6.576 3.542
O 2.753 4.572 2.127
C 3.602 3.831 1.237
C 3.887 4.564 -0.057
H -0.469 4.060 -0.185
H -1.017 2.670 0.744
H 1.623 2.826 -0.787
H 0.198 1.908 -1.267
H 1.093 1.449 0.180
H 0.573 7.518 2.699
H 0.715 7.132 4.404
H -1.559 6.026 2.682
H -1.691 7.536 3.596
H -1.429 5.997 4.432
H 3.167 2.846 1.057
H 4.532 3.665 1.780
H 2.962 4.831 -0.578
H 4.487 3.942 -0.721
H 4.431 5.489 0.139
O -3.782 2.275 7.096
P -3.808 1.409 5.907
O -5.211 1.615 5.129
C -5.882 2.875 5.120
C -5.540 3.693 3.890
O -3.968 -0.095 6.468
C -3.870 -0.381 7.862
C -5.237 -0.390 8.516
O -2.904 0.894 4.703
C -2.515 1.781 3.642
C -1.783 3.012 4.129
H -5.665 3.442 6.027
H -6.950 2.653 5.123
H -4.482 3.965 3.881
H -6.124 4.614 3.871
H -5.749 3.131 2.979
H -3.203 0.324 8.357
H -3.412 -1.368 7.945
H -5.797 0.512 8.269
H -5.145 -0.462 9.601
H -5.822 -1.241 8.162
H -3.395 2.042 3.048
H -1.865 1.201 2.988
H -2.374 3.567 4.865
H -1.561 3.673 3.293
H -0.844 2.735 4.609
*
```



No. 5
Below is 3 unconnected molecules or ions with the total composition C25H57Cl2N8O4P2, with properties calculated with the ωB97M-V functional and the def2-TZVPD basis.

LUMO level (spin up / spin down)	-0.003 / -0.003	hartree
highest occupied orbital energy (spin up / spin down)	-0.2716 / -0.2716	Eh
⟨S²⟩	0.75

Structure (ORCA input):
```
! wB97M-V def2-TZVPD RIJCOSX def2/J DEFGRID3
* xyz 0 2
C 2.461 -5.034 0.552
C 2.463 -3.637 -0.057
Cl 2.162 -2.377 1.195
C 1.623 -3.408 -1.321
Cl 2.586 -4.052 -2.701
C 0.136 -3.938 -1.362
N 0.063 -5.158 -2.213
C 0.218 -6.238 -1.680
O 0.462 -7.259 -1.192
C -0.660 -2.860 -2.201
C -1.542 -1.900 -1.384
C -0.661 -0.807 -0.762
C -2.430 -1.167 -2.423
N -2.484 -2.564 -0.424
O -2.521 -1.848 0.648
C -2.116 -3.983 -0.134
C -2.666 -4.309 1.280
C -2.740 -5.008 -1.078
C -0.574 -4.058 -0.009
H 2.609 -5.775 -0.234
H 3.349 -5.101 1.184
H 1.616 -5.245 1.202
H 3.496 -3.457 -0.349
H 1.600 -2.335 -1.495
H -1.316 -3.413 -2.876
H -0.008 -2.268 -2.840
H 0.016 -0.470 -1.554
H -0.027 -1.138 0.059
H -1.226 0.077 -0.480
H -1.865 -0.900 -3.317
H -2.949 -0.322 -1.975
H -3.186 -1.889 -2.752
H -1.955 -4.077 2.070
H -2.789 -5.397 1.299
H -3.656 -3.893 1.441
H -2.429 -4.936 -2.117
H -3.822 -4.831 -1.070
H -2.615 -6.030 -0.723
H -0.300 -3.215 0.628
H -0.340 -4.954 0.568
O 0.746 2.476 -2.180
P 1.522 3.484 -2.989
N 1.781 2.517 -4.405
C 2.986 1.983 -4.999
C 0.585 2.150 -5.143
N 2.832 3.666 -1.879
C 4.238 3.362 -2.102
C 2.490 3.397 -0.478
N 1.938 4.999 -3.783
C 0.775 5.796 -4.180
C 3.022 5.206 -4.707
H 3.146 2.393 -6.006
H 2.930 0.892 -5.094
H 3.883 2.199 -4.427
H 0.284 2.941 -5.845
H -0.254 1.963 -4.468
H 0.736 1.233 -5.717
H 4.399 2.409 -2.611
H 4.772 3.284 -1.156
H 4.753 4.169 -2.631
H 2.545 2.326 -0.241
H 1.485 3.738 -0.243
H 3.172 3.934 0.183
H 0.340 5.448 -5.129
H 1.043 6.850 -4.290
H -0.007 5.741 -3.417
H 2.725 5.032 -5.752
H 3.894 4.591 -4.509
H 3.352 6.245 -4.619
O 0.452 0.773 5.735
P -0.893 0.708 5.054
N -0.447 1.443 3.550
C -0.844 2.684 2.927
C 0.509 0.699 2.750
N -1.748 1.670 6.208
C -2.416 2.943 5.984
C -1.192 1.642 7.564
N -2.398 0.044 4.435
C -2.320 -1.382 4.099
C -3.328 0.709 3.559
H -1.361 2.501 1.974
H 0.027 3.315 2.711
H -1.515 3.279 3.538
H 0.005 -0.064 2.138
H 1.244 0.192 3.381
H 1.072 1.351 2.078
H -1.828 3.640 5.379
H -2.599 3.456 6.927
H -3.413 2.813 5.554
H -0.375 2.365 7.688
H -0.803 0.658 7.811
H -1.972 1.870 8.292
H -1.871 -1.551 3.112
H -3.312 -1.841 4.107
H -1.713 -1.915 4.839
H -3.107 0.532 2.496
H -3.383 1.783 3.708
H -4.329 0.318 3.764
*
```



no.,calculated total energy (hartree),strongest force on any atom (eV/A)
1,-1941.910937,1.698
2,-1410.128634,2.047
3,-6087.601822,7.102
4,-2706.953620,5.539
5,-3328.631080,6.879